(1)
{"formula": "C2H7FSi", "method": "ωB97M-V/def2-TZVPD", "symbols": ["C", "Si", "C", "F", "H", "H", "H", "H", "H", "H", "H"], "xyz": [[0.78350, -0.62798, 1.06682], [-0.11798, -0.34353, -0.61956], [-0.78286, 1.45118, -0.42160], [0.51042, 2.40479, -0.44501], [1.37941, 0.29711, 1.26599], [0.19996, -0.56040, 2.06418], [1.32775, -1.59836, 0.94011], [1.13626, -0.48757, -1.48585], [-1.24101, -1.16384, -0.92564], [-1.22920, 1.71344, -1.41465], [-1.54727, 1.54119, 0.43677]], "forces_ev_per_angstrom": [[-1.2, 0.3, 1.1], [2.6, 1.5, 2.2], [1.3, 0.7, -1.7], [-3.2, -2.1, 0.8], [0.4, -1.0, -0.9], [0.3, -0.9, -1.7], [0.0, 1.1, 0.7], [-1.2, 0.2, -0.1], [-0.8, -0.7, -0.4], [0.0, 0.2, 1.1], [1.7, 0.6, -1.1]], "nbo_charge": [-1.097, 1.070, -0.374, -0.428, 0.257, 0.238, 0.236, -0.145, -0.174, 0.200, 0.216], "orbital_gap_ev": 11.63, "smiles": "C[SiH2]CF", "homo_energy_ev": -10.6, "charge": 0}

(2)
{"formula": "C2H7N", "method": "ωB97M-V/def2-TZVPD", "symbols": ["C", "N", "H", "H", "H", "C", "H", "H", "H", "H"], "xyz": [[0.19239, 4.34773, 0.85063], [-0.56769, 3.60048, 1.54640], [-0.01111, 5.49277, 0.97172], [0.91460, 4.01100, 0.08471], [0.03173, 2.66556, 1.61840], [-0.15289, -4.01885, -0.99242], [0.56577, -4.30359, -1.71197], [0.40401, -3.60229, -0.25090], [-0.74756, -3.22528, -1.47356], [-0.62926, -4.96754, -0.64300]], "forces_ev_per_angstrom": [[-1.4, 2.3, 0.0], [3.2, -2.1, 0.8], [0.3, -1.9, -0.9], [0.2, 0.2, 0.8], [-2.4, 1.5, -0.7], [-1.6, -1.2, -1.5], [0.8, -0.5, -1.1], [1.3, 1.2, 2.5], [-0.4, -0.7, 0.5], [-0.2, 1.2, -0.3]], "nbo_charge": [-0.057, -0.587, 0.158, 0.159, 0.327, -0.846, 0.208, 0.206, 0.215, 0.216], "orbital_gap_ev": 11.25, "smiles": "C=N.C", "homo_energy_ev": -10.1, "charge": 0}

(3)
{"formula": "C2H7N", "method": "ωB97M-V/def2-TZVPD", "symbols": ["C", "C", "H", "H", "H", "H", "N", "H", "H", "H"], "xyz": [[-0.50243, 3.27118, -3.21050], [-0.08365, 4.31011, -2.51155], [-0.14887, 2.25920, -3.05164], [-1.24228, 3.31683, -4.00137], [0.72802, 4.25707, -1.79456], [-0.46318, 5.32194, -2.56772], [0.41612, -5.42732, 4.14756], [-0.07879, -6.17119, 3.68296], [0.04588, -5.30679, 5.06665], [1.32918, -5.83102, 4.24017]], "forces_ev_per_angstrom": [[-0.2, -0.3, -0.2], [0.4, 0.3, 0.4], [0.4, 0.1, 0.1], [-0.2, 0.4, 0.2], [-0.1, -0.5, 0.1], [-0.3, -0.1, -0.5], [0.3, -0.1, -0.8], [-0.6, 0.0, 0.0], [-0.3, 0.0, 0.6], [0.7, 0.1, 0.3]], "nbo_charge": [-0.383, -0.383, 0.192, 0.192, 0.190, 0.192, -1.058, 0.352, 0.355, 0.350], "orbital_gap_ev": 11.52, "smiles": "C=C.N", "homo_energy_ev": -10.2, "charge": 0}

(4)
{"formula": "C2H7N", "method": "ωB97M-V/def2-TZVPD", "symbols": ["C", "N", "H", "H", "H", "C", "H", "H", "H", "H"], "xyz": [[-3.38917, -0.61090, 4.41899], [-3.79569, 0.13493, 5.38026], [-3.95348, -0.84586, 3.51318], [-2.28934, -0.80074, 4.38296], [-4.46644, -0.33442, 5.99327], [3.63364, 0.48787, -4.81017], [3.02430, 0.72994, -5.66619], [4.70376, 0.42695, -4.86572], [3.37324, 1.20354, -3.99270], [3.15919, -0.39131, -4.35389]], "forces_ev_per_angstrom": [[1.0, 2.0, 0.2], [1.6, -2.8, 1.1], [-0.5, -1.2, 0.4], [-0.4, 0.6, -0.8], [-1.6, 1.5, -0.9], [-1.7, 0.3, 2.4], [0.5, 0.2, -0.6], [0.2, -0.2, -0.5], [0.4, 0.1, -0.8], [0.6, -0.4, -0.4]], "nbo_charge": [0.066, -0.725, 0.138, 0.136, 0.385, -0.861, 0.218, 0.220, 0.211, 0.213], "orbital_gap_ev": 9.01, "smiles": "C=N.C", "homo_energy_ev": -8.7, "charge": 0}

(5)
{"formula": "C2H7N", "method": "ωB97M-V/def2-TZVPD", "symbols": ["C", "N", "H", "H", "H", "C", "H", "H", "H", "H"], "xyz": [[-1.99867, 0.52414, 0.26321], [-1.39932, -0.58002, 0.20994], [-1.87254, 1.17715, 1.12077], [-2.76832, 0.78493, -0.47092], [-1.53866, -1.10515, -0.64857], [1.95558, -0.18361, -0.11022], [2.85466, 0.43145, -0.03384], [1.30278, 0.25612, -0.85664], [2.02713, -1.24544, -0.30819], [1.43737, -0.05958, 0.83446]], "forces_ev_per_angstrom": [[-0.9, -0.6, -0.4], [1.0, 0.0, 0.4], [0.1, 0.0, 0.1], [0.2, 0.4, -0.1], [-0.5, 0.1, 0.0], [-0.6, 0.7, 0.4], [0.3, -0.7, -0.3], [0.0, 0.1, -0.2], [0.6, 0.0, -0.1], [-0.2, -0.1, 0.2]], "nbo_charge": [-0.042, -0.597, 0.163, 0.142, 0.336, -0.854, 0.210, 0.207, 0.216, 0.220], "orbital_gap_ev": 11.16, "smiles": "C=N.C", "homo_energy_ev": -10.0, "charge": 0}

(6)
{"formula": "C2H7N", "method": "ωB97M-V/def2-TZVPD", "symbols": ["C", "C", "N", "H", "H", "H", "H", "H", "H", "H"], "xyz": [[-0.10771, 1.26068, -0.25042], [0.36820, -0.18590, -0.42243], [-0.19663, -1.04639, 0.67298], [-0.06113, 1.83848, -1.18398], [-0.92051, 1.31056, 0.45296], [0.75271, 1.84641, 0.12737], [-0.11179, -0.66974, -1.26966], [1.44949, -0.20897, -0.32564], [-1.20353, -1.10646, 0.71740], [0.32184, -1.90497, 0.75523]], "forces_ev_per_angstrom": [[2.7, 0.5, -0.4], [-2.2, -0.8, 1.2], [1.3, 1.2, 0.6], [-1.6, -0.5, -0.2], [-0.6, 0.5, -0.3], [-0.4, -0.5, 1.1], [1.0, 0.5, -1.1], [0.0, -0.5, -0.6], [0.3, -0.3, -0.3], [-0.5, -0.2, 0.0]], "nbo_charge": [-0.644, -0.223, -0.879, 0.219, 0.222, 0.208, 0.175, 0.195, 0.362, 0.365], "orbital_gap_ev": 10.00, "smiles": "CCN", "homo_energy_ev": -8.7, "charge": 0}

(7)
{"formula": "C2H7N2", "method": "ωB97M-V/def2-TZVPD", "symbols": ["C", "N", "C", "N", "H", "H", "H", "H", "H", "H", "H"], "xyz": [[-1.44348, -0.41343, 0.77557], [-0.03467, -0.45637, 0.36047], [0.42313, 0.39173, -0.51541], [1.70738, 0.63769, -0.73943], [-1.55104, 0.33037, 1.56734], [-2.04312, -0.13689, -0.07939], [-1.72911, -1.36896, 1.19204], [0.64150, -1.10498, 0.74047], [-0.29239, 0.85107, -1.19656], [2.46071, -0.02220, -0.60832], [1.86110, 1.29198, -1.49678]], "forces_ev_per_angstrom": [[0.3, 0.0, 0.5], [0.3, 0.3, -0.7], [0.3, -0.7, -0.2], [-0.5, 0.2, -1.1], [0.0, 0.0, -0.1], [-0.3, -0.1, -0.1], [-0.1, -0.2, -0.2], [-0.3, 0.0, 0.6], [0.0, 0.6, 0.6], [0.0, 0.0, 0.6], [0.3, -0.1, 0.1]], "nbo_charge": [-0.415, -0.489, 0.401, -0.720, 0.232, 0.227, 0.245, 0.427, 0.229, 0.433, 0.429], "orbital_gap_ev": 11.54, "smiles": "C/[NH+]=C/N", "homo_energy_ev": -15.7, "charge": 1}

(8)
{"formula": "C2H7N2", "method": "ωB97M-V/def2-TZVPD", "symbols": ["C", "N", "C", "N", "H", "H", "H", "H", "H", "H", "H"], "xyz": [[0.44228, 0.70691, -1.43572], [0.05190, 0.63939, -0.00284], [-0.33669, -0.49871, 0.47171], [-0.35237, -0.96981, 1.69857], [1.48337, 0.42016, -1.50613], [0.38002, 1.73335, -1.79466], [-0.30966, 0.16162, -1.99650], [0.11088, 1.48885, 0.50089], [-0.52212, -1.26572, -0.27674], [-0.66285, -0.44962, 2.50816], [-0.28476, -1.96641, 1.83325]], "forces_ev_per_angstrom": [[-0.7, 0.9, 0.3], [-0.6, -0.1, -1.1], [0.9, -1.3, -0.5], [-0.8, 0.5, 0.9], [0.0, -0.5, -0.3], [-0.1, 0.1, 0.3], [0.5, -0.4, -0.3], [0.3, 0.6, 1.0], [0.5, 0.0, -0.1], [0.6, 0.3, 0.0], [-0.5, -0.1, -0.2]], "nbo_charge": [-0.421, -0.486, 0.409, -0.731, 0.236, 0.242, 0.232, 0.432, 0.214, 0.434, 0.438], "orbital_gap_ev": 11.57, "smiles": "C/[NH+]=C/N", "homo_energy_ev": -15.8, "charge": 1}

(9)
{"formula": "C2H7N2", "method": "ωB97M-V/def2-TZVPD", "symbols": ["N", "C", "C", "N", "H", "H", "H", "H", "H", "H", "H"], "xyz": [[-1.05970, -0.64606, -0.02807], [-0.55768, 0.70835, 0.04038], [1.15968, 0.57360, -0.10453], [1.37298, -0.66081, 0.07428], [-1.52934, -1.00244, 0.79122], [-1.55151, -0.73524, -0.89362], [-0.69025, 1.15663, 1.00778], [-0.83374, 1.59331, -0.63669], [1.82327, 1.50129, -0.06030], [2.30515, -1.04055, 0.18558], [0.55358, -1.24378, -0.10997]], "forces_ev_per_angstrom": [[0.2, 1.6, -0.9], [2.6, 1.4, -0.9], [-3.6, 1.1, 1.6], [3.3, 1.0, -0.8], [-0.3, 0.3, -0.1], [-0.7, -0.7, -0.1], [0.2, 0.0, 0.7], [-0.3, -2.1, 0.3], [-0.5, -1.9, -0.2], [0.1, -0.2, -0.1], [-1.0, -0.6, 0.5]], "nbo_charge": [-0.851, -0.269, 0.260, -0.611, 0.420, 0.411, 0.239, 0.252, 0.267, 0.436, 0.446], "orbital_gap_ev": 10.77, "smiles": "NCC=[NH2+]", "homo_energy_ev": -15.5, "charge": 1}

(10)
{"formula": "C2H7N2", "method": "ωB97M-V/def2-TZVPD", "symbols": ["C", "N", "C", "N", "H", "H", "H", "H", "H", "H", "H"], "xyz": [[-1.02298, -0.81210, 1.11817], [-0.43685, -0.30810, -0.14749], [0.53210, 0.54963, -0.19416], [1.12410, 0.93370, -1.32514], [-1.62925, -1.67486, 0.85262], [-0.20924, -1.06507, 1.77767], [-1.63921, -0.01487, 1.53649], [-0.72358, -0.63449, -1.06953], [0.80184, 1.09355, 0.70358], [1.38562, 0.27885, -2.05877], [1.81745, 1.65376, -1.19346]], "forces_ev_per_angstrom": [[-0.2, 0.5, -0.8], [0.6, -0.1, -0.4], [-0.3, 0.6, -0.4], [0.8, -0.2, 0.5], [0.1, 0.0, 0.3], [0.0, -0.3, 0.3], [0.0, -0.2, 0.1], [-0.3, -0.4, 0.5], [0.0, -0.1, 0.2], [-0.6, 0.1, 0.0], [0.1, 0.1, -0.2]], "nbo_charge": [-0.416, -0.479, 0.405, -0.735, 0.248, 0.231, 0.236, 0.427, 0.223, 0.433, 0.427], "orbital_gap_ev": 11.63, "smiles": "CNC=[NH2+]", "homo_energy_ev": -15.8, "charge": 1}

(11)
{"formula": "C2H7N2", "method": "ωB97M-V/def2-TZVPD", "symbols": ["C", "N", "C", "N", "H", "H", "H", "H", "H", "H", "H"], "xyz": [[-0.68465, 1.50211, -0.14388], [0.17341, 0.43417, 0.33223], [0.27727, -0.72471, -0.29519], [0.74783, -1.80367, 0.26485], [-1.40155, 1.19095, -0.92803], [-0.11906, 2.23107, -0.74920], [-1.34628, 1.88837, 0.62381], [0.49000, 0.51961, 1.28857], [-0.35090, -0.75214, -1.19753], [1.35675, -1.82922, 1.07444], [0.85719, -2.65654, -0.27006]], "forces_ev_per_angstrom": [[-0.7, 0.6, -2.2], [-0.1, -0.9, -0.3], [-2.0, 1.5, 1.1], [1.2, -1.2, -0.5], [0.3, -0.7, 0.5], [0.0, 0.2, 1.1], [0.6, 0.3, 0.3], [0.3, 0.0, -0.1], [0.9, -0.5, 0.0], [-0.3, 0.5, 0.1], [-0.3, 0.2, -0.2]], "nbo_charge": [-0.447, -0.497, 0.400, -0.707, 0.228, 0.240, 0.250, 0.425, 0.239, 0.431, 0.438], "orbital_gap_ev": 11.58, "smiles": "CNC=[NH2+]", "homo_energy_ev": -15.6, "charge": 1}

(12)
{"formula": "C2H7N2O", "method": "ωB97M-V/def2-TZVPD", "symbols": ["C", "O", "H", "H", "H", "N", "C", "N", "H", "H", "H", "H"], "xyz": [[0.56362, 1.75640, -1.86740], [-0.29721, 1.15330, -1.00925], [0.26415, 1.71444, -2.94097], [0.72251, 2.84169, -1.65891], [1.59169, 1.32227, -1.86617], [-0.78462, -2.05052, 2.03158], [-0.52834, -1.03921, 1.07718], [0.56978, -0.92348, 0.49127], [0.08165, -2.53037, 2.23917], [-1.24970, -1.72698, 2.86657], [-1.38459, -0.40130, 0.83835], [0.45108, -0.11623, -0.20141]], "forces_ev_per_angstrom": [[-0.1, 0.0, 0.2], [0.1, 0.0, -0.1], [-0.1, 0.0, -0.1], [0.0, 0.1, 0.0], [0.1, 0.0, 0.0], [0.0, -0.1, -0.2], [-0.2, 0.1, 0.0], [0.4, 0.1, -0.2], [0.0, 0.0, 0.1], [0.0, 0.0, 0.0], [-0.1, 0.0, 0.1], [-0.2, -0.1, 0.2]], "nbo_charge": [-0.194, -0.974, 0.081, 0.081, 0.082, -0.863, 0.230, -0.735, 0.363, 0.352, 0.152, 0.426], "orbital_gap_ev": 6.88, "homo_energy_ev": -2.6, "charge": -1}